1.
ORCA calculation (ωB97M-V/def2-TZVPD) on a molecular structure, C54H49CaN5S2Sb2.

* Kohn-Sham gap: 0.23009 Ha
* HOMO level: -5.99 eV
* LUMO energy: 0.28 eV
* largest force on an atom: 3.48 eV/Å
* spin multiplicity: 1
* ΔE to the lowest compared entry with this formula, charge and spin: 1.2143 eV

Last column: Löwdin charge in e.
Cartesian coordinates (Å):
Sb (0.72646, -3.81621, -0.82645)  1.472
Sb (-3.27938, -0.93288, -2.48741)  1.420
Ca (0.36528, -0.73966, 0.10636)  1.010
S (3.39874, 3.06950, -2.49546)  1.069
S (-1.06314, 0.94197, -1.29757)  0.484
N (0.38567, 0.93702, 1.44798)  -0.235
N (0.37761, 2.15366, 0.74818)  -0.070
N (0.95812, -1.61836, 2.54652)  0.049
N (-0.44012, 3.50446, -0.91734)  0.030
N (2.51148, 0.85973, -1.49845)  0.053
C (-4.63461, -2.58068, -2.81700)  -0.414
C (1.38315, 0.80180, 2.51086)  -0.384
C (4.85229, -3.09567, 0.43607)  -0.068
C (1.06741, -7.85078, -2.54268)  -0.081
C (-6.60456, -3.82154, -2.14665)  -0.093
C (-0.10519, -2.75912, 4.36163)  -0.072
C (-2.84796, -1.50875, -0.45198)  -0.416
C (6.05792, 1.03733, 3.71416)  -0.078
C (-5.37535, -4.50590, -4.08994)  -0.094
C (3.66407, 1.62369, -3.40682)  -0.475
C (0.49945, -2.73509, 3.12249)  -0.155
C (2.78471, 0.51846, 1.85764)  -0.083
C (4.31108, 1.45302, -4.62950)  -0.087
C (6.20590, -0.16560, 4.38902)  -0.095
C (4.15208, -0.94571, 3.40631)  -0.066
C (0.42651, -3.11580, -2.84715)  -0.370
C (-3.11481, -3.00613, 1.43327)  -0.091
C (3.87902, -0.91913, -4.44461)  -0.075
C (0.46044, -5.87756, -1.29398)  -0.382
C (-0.04866, -8.51388, -2.05060)  -0.086
C (5.03773, -3.72908, -1.87449)  -0.079
C (-4.48785, -3.45311, -3.89337)  -0.137
C (1.54815, 1.94454, 3.53126)  -0.154
C (2.29284, 1.72455, 4.69607)  -0.062
C (-1.03543, -3.18792, -3.35147)  -0.335
C (0.98293, 3.20572, 3.36082)  -0.020
C (4.95712, 1.24601, 2.89440)  -0.038
C (-5.71415, -2.77525, -1.95442)  -0.156
C (-2.41928, -0.74434, 1.81496)  -0.093
C (3.47310, -3.25679, 0.36520)  -0.143
C (5.63381, -3.33523, -0.68349)  -0.071
C (-1.61897, -1.77995, -3.60493)  -0.405
C (-2.75961, -1.99483, 2.31002)  -0.094
C (2.85995, -3.65205, -0.82473)  -0.393
C (1.32007, -6.53893, -2.16833)  -0.118
C (0.13733, -0.38175, 4.41285)  0.003
C (-0.64763, -6.55378, -0.79530)  -0.139
C (3.23949, -0.74513, -3.23643)  -0.021
C (3.12472, 0.53910, -2.70746)  -0.303
C (-2.48400, -0.50039, 0.44877)  -0.311
C (2.48628, 2.72239, 5.63704)  -0.078
C (1.17589, 4.20994, 4.30523)  -0.082
C (2.59912, 2.12733, -1.28369)  -0.474
C (-3.14346, -2.77198, 0.06224)  -0.151
C (-0.28303, 2.22987, -0.34777)  -0.843
C (-6.43221, -4.69532, -3.21284)  -0.100
C (3.98351, 0.26553, 2.73546)  -0.229
C (-0.31916, -1.54563, 5.00042)  -0.048
C (1.93197, 3.98051, 5.44211)  -0.099
C (0.83290, -0.45549, 3.20828)  -0.220
C (4.41117, 0.17490, -5.14017)  -0.087
C (5.24810, -1.15947, 4.22931)  -0.086
C (3.66124, -3.88226, -1.94405)  -0.162
C (-0.90473, -7.86628, -1.17436)  -0.084
H (-1.31594, -6.06163, -0.11054)  0.083
H (-2.12811, 0.05226, 2.48996)  0.104
H (4.91199, 0.01567, -6.08633)  0.103
H (4.83839, 2.19431, 2.38214)  0.119
H (6.70732, -3.20522, -0.63172)  0.106
H (2.87217, -3.04556, 1.24395)  0.060
H (-3.67104, -3.32170, -4.59452)  0.083
H (-0.84299, -1.02122, -3.47578)  0.001
H (0.38697, 3.39637, 2.48423)  0.085
H (5.30988, -2.76730, 1.36067)  0.099
H (0.77798, -2.08428, -2.91812)  0.022
H (-5.23754, -5.17874, -4.92765)  0.099
H (2.72337, 0.74991, 4.88743)  0.112
H (-2.23532, 0.48732, 0.07579)  -0.062
H (0.72208, 5.18038, 4.14332)  0.099
H (3.21645, -4.16399, -2.89203)  0.084
H (3.07012, 2.51313, 6.52503)  0.102
H (5.64401, -3.90067, -2.75549)  0.107
H (-0.53748, 3.49063, -1.91982)  0.051
H (6.80009, 1.81794, 3.82767)  0.102
H (-1.05056, -3.75197, -4.28575)  0.100
H (-7.43479, -3.95574, -1.46387)  0.100
H (-0.42711, -3.69637, 4.79442)  0.107
H (0.21866, 4.18966, -0.57586)  0.073
H (2.97209, 1.38928, 1.23191)  0.095
H (3.97569, -1.91363, -4.86260)  0.102
H (0.62475, -3.65047, 2.55272)  0.087
H (1.74336, -8.35565, -3.22139)  0.104
H (-7.12232, -5.51645, -3.36067)  0.098
H (2.20173, -6.04173, -2.55384)  0.079
H (-2.76048, -2.17585, 3.37741)  0.097
H (-0.02368, 0.57622, 4.88222)  0.124
H (-1.65789, -3.77288, -2.66790)  0.071
H (4.72542, 2.29841, -5.16295)  0.108
H (-0.24715, -9.53534, -2.34888)  0.104
H (-3.46012, -3.56961, -0.59980)  0.091
H (5.35590, -2.10462, 4.74803)  0.102
H (-3.38611, -3.97925, 1.82204)  0.100
H (3.40814, -1.72547, 3.29071)  0.097
H (-0.84100, -1.50707, 5.94875)  0.114
H (2.08060, 4.76509, 6.17370)  0.097
H (-5.86252, -2.10735, -1.11193)  0.099
H (-1.95149, -1.68259, -4.64035)  0.040
H (2.69251, -0.34837, 1.18824)  0.079
H (1.09485, -3.72998, -3.45232)  0.046
H (2.18134, 2.59998, -0.40212)  0.053
H (2.83968, -1.58374, -2.68533)  0.070
H (-1.77455, -8.37949, -0.78346)  0.105
H (7.06090, -0.32965, 5.03276)  0.098

Atomic forces in eV per Å
-0.038 -0.150 -0.174
-0.320 -0.061 -0.237
0.366 -0.652 -0.245
-0.028 0.002 0.029
2.012 1.843 -2.161
-0.143 0.595 0.437
0.200 -0.115 0.005
-0.090 0.270 -0.028
0.024 -0.031 -0.014
-0.007 -0.295 -0.040
0.154 -0.169 0.033
-0.105 0.133 -0.061
-0.002 0.037 -0.014
0.032 0.025 -0.010
-0.016 0.006 -0.016
0.031 -0.032 0.003
0.078 -0.059 0.218
-0.005 0.000 -0.013
-0.001 0.030 -0.011
0.050 0.015 -0.015
0.035 -0.036 -0.064
0.058 -0.060 0.116
-0.013 -0.006 0.001
-0.018 -0.002 0.008
-0.001 -0.020 -0.033
-0.147 -0.081 -0.006
0.051 -0.143 -0.054
0.008 0.012 -0.007
0.011 0.036 -0.046
-0.012 -0.012 0.012
-0.020 0.014 -0.004
-0.031 -0.028 0.035
-0.052 -0.012 -0.004
0.045 -0.018 -0.009
0.073 0.177 0.147
-0.073 -0.052 0.064
-0.004 0.030 0.047
-0.020 0.015 -0.056
-0.088 -0.196 0.155
0.008 0.065 -0.065
0.010 -0.003 0.003
0.031 -0.008 0.096
0.052 -0.027 0.110
0.016 -0.091 0.006
0.004 -0.024 0.026
0.082 -0.185 0.032
0.108 -0.101 -0.131
-0.022 0.014 0.015
-0.061 -0.025 0.020
-1.073 -0.555 1.136
-0.014 0.023 -0.010
-0.006 0.003 -0.013
0.097 0.084 -0.006
-0.053 -0.003 -0.014
-0.093 0.090 -0.047
-0.012 -0.001 0.002
0.027 -0.001 -0.063
-0.020 0.003 0.018
0.003 -0.024 -0.008
0.036 0.127 -0.020
-0.005 -0.012 0.019
0.013 0.007 -0.008
0.010 -0.032 0.031
0.002 0.009 0.022
-0.212 0.145 0.176
-0.011 0.021 -0.080
-0.013 0.004 0.007
0.002 -0.010 0.004
-0.011 0.002 -0.004
-0.011 -0.015 0.019
0.016 -0.024 0.024
-0.035 0.006 -0.090
0.002 0.019 -0.010
-0.010 0.005 0.015
0.098 -0.091 0.021
-0.005 0.006 0.000
-0.008 0.012 -0.001
-0.979 -0.500 0.847
0.002 -0.012 0.002
0.007 0.019 0.009
-0.004 -0.002 -0.004
-0.001 -0.007 0.017
0.052 -0.010 -0.026
-0.012 -0.008 0.000
0.017 -0.006 -0.007
0.008 -0.004 -0.002
-0.014 0.010 -0.015
-0.025 0.012 0.054
0.055 -0.022 -0.014
-0.001 0.007 0.008
-0.015 0.009 -0.006
-0.003 0.002 0.005
0.001 0.006 -0.001
-0.030 -0.022 0.000
0.012 -0.021 -0.008
0.027 0.009 0.019
-0.088 0.047 0.063
-0.004 -0.008 0.008
0.000 0.007 0.005
0.013 -0.016 -0.021
-0.002 0.009 -0.007
0.000 -0.076 -0.033
0.005 -0.002 0.006
0.007 -0.004 -0.003
-0.002 -0.004 -0.010
0.014 -0.008 0.011
-0.006 0.009 -0.017
-0.041 0.113 0.042
-0.006 0.035 -0.080
0.004 -0.015 -0.047
0.060 0.016 -0.003
0.015 0.013 -0.004
-0.010 0.001 -0.010

***

2.
ORCA calculation (ωB97M-V/def2-TZVPD) on a gas-phase ion, C6H9N2O (charge +1).

* Kohn-Sham gap: 0.34268 Ha
* HOMO level: -14.90 eV
* LUMO energy: -5.58 eV
* largest force on an atom: 4.13 eV/Å
* charge: +1
* spin multiplicity: 1
* ΔE to the lowest compared entry with this formula, charge and spin: 3.7860 eV

Last column: Löwdin charge in e.
Cartesian coordinates (Å):
O (-2.20944, 1.16560, -0.48963)  0.028
N (-0.07533, 0.28883, -0.26516)  0.113
N (2.79891, 0.38251, 0.18758)  0.105
C (-1.90723, -0.83018, 0.80831)  0.013
C (-1.47740, -0.00492, -0.42354)  -0.439
C (1.37393, -1.41785, -0.55686)  0.336
C (0.51741, 1.32209, 0.13503)  -0.023
C (1.97307, 1.32809, 0.33316)  -0.062
C (2.51296, -0.91441, -0.21794)  -0.150
H (-1.10588, -0.90798, 1.53789)  0.083
H (0.65494, -2.12359, -0.88939)  0.092
H (3.41542, -1.53685, -0.23813)  0.149
H (-1.56006, -0.61053, -1.33781)  0.160
H (-2.33042, 1.48465, -1.39185)  0.126
H (-2.74345, -0.31030, 1.27189)  0.097
H (-0.02085, 2.24185, 0.36000)  0.152
H (-2.22022, -1.82604, 0.51594)  0.085
H (2.40364, 2.26905, 0.66052)  0.133

Atomic forces in eV per Å
-0.299 0.340 0.106
3.201 -2.578 -0.436
0.453 0.486 0.207
-0.080 0.237 -0.141
-0.583 -0.336 0.002
-2.090 2.573 0.475
-0.577 0.227 -0.041
0.186 0.093 0.035
0.503 -0.297 0.000
0.022 -0.041 0.025
-0.130 -0.448 -0.148
-0.375 -0.207 -0.139
-0.017 0.249 0.137
0.087 -0.128 -0.016
-0.025 -0.066 -0.018
-0.140 -0.074 -0.060
-0.073 -0.100 0.014
-0.064 0.070 -0.003